(1)
{
  "formula": "C3H9ClSSi",
  "method": "ωB97M-V with the def2-TZVPD basis set",
  "total_charge": 0,
  "de_lowest_kcal_mol": 91.94,
  "e_homo_ev": [-7.7, -9.3],
  "e_lumo_ha": [-0.0069, -0.0306],
  "elements": ["C", "C", "C", "Si", "S", "Cl", "H", "H", "H", "H", "H", "H", "H", "H", "H"],
  "xyz": [[-0.29, 0.37, 2.27], [1.70, -1.92, -1.51], [-1.93, 0.74, -0.68], [-0.13, 0.46, 0.31], [1.35, 1.99, -0.36], [-3.15, -0.36, 0.02], [-0.91, 1.14, 2.75], [-0.73, -0.50, 2.68], [0.78, 0.50, 2.55], [2.34, -1.14, -1.72], [2.01, -2.89, -1.62], [0.70, -1.88, -1.87], [-1.81, 0.51, -1.77], [-2.29, 1.82, -0.54], [2.35, 1.16, -0.49]]
}



(2)
{
  "formula": "C30H23BrNNiO4PS",
  "method": "ωB97M-V with the def2-TZVPD basis set",
  "total_charge": 0,
  "multiplicity": 3,
  "de_lowest_kcal_mol": 0.00,
  "e_homo_ev": [-8.3, -8.3],
  "e_lumo_ha": [0.0106, 0.0105],
  "elements": ["Ni", "O", "N", "C", "C", "C", "C", "C", "S", "H", "H", "H", "H", "O", "P", "C", "C", "C", "C", "C", "C", "C", "C", "C", "C", "C", "C", "C", "C", "C", "C", "C", "C", "H", "H", "H", "H", "H", "H", "H", "H", "H", "H", "H", "H", "H", "H", "H", "Br", "C", "C", "C", "C", "C", "C", "C", "O", "O", "H", "H", "H", "H"],
  "xyz": [[-0.03, 0.56, -2.29], [-1.43, -0.65, -2.89], [-2.45, -0.10, -3.55], [-3.32, -0.97, -4.12], [-4.41, -0.52, -4.82], [-4.60, 0.86, -4.93], [-3.71, 1.72, -4.35], [-2.59, 1.24, -3.64], [-1.43, 2.27, -2.92], [-3.08, -2.00, -3.97], [-5.09, -1.23, -5.26], [-5.45, 1.25, -5.48], [-3.82, 2.79, -4.42], [0.16, 0.64, -0.34], [0.15, 0.76, 1.15], [0.82, -0.70, 1.94], [0.75, -1.90, 1.24], [1.20, -3.07, 1.84], [1.72, -3.05, 3.12], [1.79, -1.85, 3.82], [1.34, -0.68, 3.24], [1.11, 2.16, 1.72], [2.50, 2.06, 1.78], [3.26, 3.17, 2.12], [2.63, 4.38, 2.40], [1.25, 4.49, 2.33], [0.49, 3.39, 1.99], [-1.54, 0.98, 1.74], [-2.56, 1.04, 0.80], [-3.88, 1.18, 1.22], [-4.17, 1.27, 2.57], [-3.15, 1.21, 3.52], [-1.83, 1.06, 3.10], [0.35, -1.92, 0.24], [1.15, -4.00, 1.29], [2.07, -3.96, 3.58], [2.20, -1.83, 4.82], [1.41, 0.26, 3.78], [2.98, 1.12, 1.54], [4.33, 3.09, 2.16], [3.23, 5.24, 2.67], [0.77, 5.44, 2.54], [-0.59, 3.47, 1.93], [-2.32, 0.97, -0.25], [-4.67, 1.23, 0.49], [-5.19, 1.38, 2.90], [-3.38, 1.28, 4.57], [-1.04, 1.02, 3.84], [2.52, -6.14, -1.07], [2.63, -4.29, -1.45], [3.79, -3.59, -1.14], [3.84, -2.23, -1.39], [2.76, -1.56, -1.94], [1.62, -2.28, -2.27], [1.54, -3.65, -2.02], [2.86, -0.06, -2.13], [3.92, 0.50, -1.85], [1.83, 0.53, -2.64], [4.63, -4.11, -0.71], [4.73, -1.66, -1.15], [0.77, -1.80, -2.74], [0.65, -4.21, -2.28]]
}



(3)
{
  "formula": "C20H45HgN2O2P2",
  "method": "ωB97M-V with the def2-TZVPD basis set",
  "total_charge": 1,
  "e_homo_ev": -10.0,
  "e_lumo_ha": -0.0645,
  "elements": ["Hg", "P", "P", "N", "C", "H", "H", "C", "H", "H", "C", "H", "H", "C", "H", "H", "C", "C", "H", "H", "H", "C", "C", "H", "H", "H", "C", "C", "H", "H", "H", "C", "C", "H", "H", "H", "C", "C", "H", "H", "H", "C", "H", "H", "H", "C", "H", "H", "H", "C", "H", "H", "H", "H", "H", "H", "H", "O", "H", "H", "C", "N", "C", "C", "O", "H", "H", "H", "H", "H", "H", "H"],
  "xyz": [[-0.50, 0.02, -0.31], [0.19, -2.41, -0.53], [0.18, 2.42, -0.24], [2.28, 0.08, -1.51], [1.86, -2.38, -1.31], [2.37, -3.32, -1.04], [1.72, -2.39, -2.41], [2.73, -1.19, -0.90], [2.68, -1.08, 0.19], [3.77, -1.38, -1.22], [2.73, 1.28, -0.76], [3.77, 1.51, -1.06], [2.69, 1.03, 0.31], [1.84, 2.50, -1.03], [1.70, 2.64, -2.11], [2.36, 3.40, -0.65], [0.36, 3.15, 1.46], [-0.84, 2.87, 2.37], [-0.56, 3.17, 3.39], [-1.13, 1.82, 2.39], [-1.72, 3.47, 2.09], [-1.01, 3.41, -1.21], [-2.39, 3.52, -0.54], [-3.11, 3.86, -1.30], [-2.39, 4.29, 0.25], [-2.76, 2.58, -0.12], [-1.01, -3.26, -1.62], [-2.38, -3.47, -0.96], [-3.10, -3.74, -1.75], [-2.76, -2.56, -0.48], [-2.37, -4.29, -0.24], [0.35, -3.34, 1.06], [-0.85, -3.16, 1.99], [-0.58, -3.55, 2.98], [-1.73, -3.73, 1.63], [-1.15, -2.11, 2.11], [-3.08, 0.68, 1.28], [-0.49, 4.78, -1.63], [-0.41, 5.47, -0.78], [0.48, 4.72, -2.13], [-1.20, 5.21, -2.34], [-0.48, -4.56, -2.22], [-1.20, -4.90, -2.98], [0.49, -4.43, -2.72], [-0.38, -5.36, -1.48], [0.68, -4.82, 0.89], [1.00, -5.21, 1.86], [-0.20, -5.40, 0.59], [1.50, -5.01, 0.18], [0.69, 4.64, 1.47], [-0.19, 5.26, 1.25], [1.02, 4.91, 2.48], [1.50, 4.91, 0.78], [1.22, 2.59, 1.87], [1.22, -2.84, 1.54], [-1.14, 2.80, -2.12], [-1.14, -2.53, -2.44], [-3.49, -0.32, 1.68], [2.69, 0.14, -2.43], [-2.08, -0.19, -0.91], [-0.84, -0.17, 4.56], [0.61, -0.30, 4.47], [1.36, -0.44, 5.72], [1.29, -0.24, 3.31], [0.78, -0.13, 2.18], [-1.21, -0.95, 5.22], [-1.31, -0.26, 3.58], [-1.09, 0.80, 5.01], [1.88, -1.41, 5.75], [2.11, 0.36, 5.82], [0.66, -0.38, 6.55], [2.38, -0.31, 3.47]]
}



(4)
{
  "formula": "C10H26BrF3INNbOP",
  "method": "ωB97M-V with the def2-TZVPD basis set",
  "total_charge": 0,
  "de_lowest_kcal_mol": 80.70,
  "e_homo_ev": -6.7,
  "e_lumo_ha": -0.0323,
  "elements": ["C", "C", "P", "C", "C", "Nb", "Br", "I", "C", "F", "F", "F", "H", "H", "H", "H", "H", "H", "H", "H", "H", "H", "H", "H", "C", "N", "C", "C", "C", "C", "O", "H", "H", "H", "H", "H", "H", "H", "H", "H", "H", "H", "H", "H", "H"],
  "xyz": [[3.22, 0.42, -2.34], [2.50, -0.57, -3.45], [1.32, 0.37, -4.62], [2.22, 1.71, -5.64], [2.33, 3.18, -4.92], [-0.78, 1.21, -3.47], [-1.52, 2.42, -5.70], [-0.28, -0.20, -1.07], [-2.61, 2.16, -2.39], [-3.22, 3.24, -3.23], [-3.63, 1.16, -2.02], [-2.05, 2.87, -1.18], [4.33, 0.03, -2.22], [2.74, 0.39, -1.28], [3.25, 1.54, -2.70], [3.36, -1.02, -4.10], [1.94, -1.48, -2.95], [1.76, 1.89, -6.72], [3.34, 1.35, -5.84], [1.54, 3.90, -5.44], [3.40, 3.63, -5.21], [2.19, 3.17, -3.75], [-1.80, -0.22, -4.00], [0.17, 2.66, -2.91], [-1.44, -3.15, 4.26], [-1.28, -1.71, 4.72], [-0.87, -1.72, 6.19], [-2.60, -0.97, 4.58], [-0.14, -0.99, 3.93], [-0.40, -0.86, 2.42], [-0.54, -2.14, 1.81], [-2.05, -3.68, 5.00], [-1.98, -3.17, 3.30], [-0.46, -3.62, 4.18], [-1.66, -2.22, 6.76], [-0.75, -0.69, 6.53], [0.07, -2.27, 6.29], [-2.92, -1.02, 3.54], [-2.46, 0.06, 4.90], [-3.34, -1.47, 5.21], [0.77, -1.58, 4.11], [-0.02, 0.00, 4.37], [0.45, -0.36, 1.95], [-1.29, -0.27, 2.21], [-0.81, -2.00, 0.88]]
}



(5)
{
  "formula": "C18H19N5O2",
  "method": "ωB97M-V with the def2-TZVPD basis set",
  "total_charge": 0,
  "de_lowest_kcal_mol": 50.19,
  "e_homo_ev": -7.4,
  "e_lumo_ha": 0.0087,
  "smiles": "COc1ccccc1N1CCN(C(=O)c2cnn3cccnc23)CC1",
  "elements": ["C", "H", "H", "O", "C", "C", "C", "C", "C", "C", "N", "C", "H", "C", "N", "C", "O", "C", "C", "N", "C", "C", "C", "N", "N", "C", "H", "H", "H", "H", "C", "H", "C", "H", "H", "H", "H", "H", "H", "H", "H", "H", "H", "H"],
  "xyz": [[1.12, 1.15, -2.27], [0.82, 2.02, -2.86], [1.96, 1.44, -1.62], [0.05, 0.62, -1.53], [-0.60, 1.42, -0.62], [-0.14, 2.69, -0.30], [-0.78, 3.47, 0.65], [-1.91, 2.98, 1.28], [-2.39, 1.73, 0.95], [-1.76, 0.91, 0.00], [-2.34, -0.31, -0.27], [-2.91, -1.11, 0.80], [-4.00, -1.14, 0.72], [-2.34, -2.54, 0.75], [-1.00, -2.48, 0.23], [0.01, -2.22, 1.11], [-0.14, -2.34, 2.31], [1.31, -1.82, 0.52], [1.95, -0.61, 0.79], [1.60, 0.47, 1.48], [2.43, 1.47, 1.51], [3.68, 1.46, 0.84], [4.03, 0.36, 0.12], [3.16, -0.67, 0.08], [3.30, -1.82, -0.56], [2.19, -2.51, -0.31], [2.07, -3.49, -0.72], [4.95, 0.25, -0.44], [4.34, 2.31, 0.90], [2.12, 2.33, 2.08], [-0.97, -2.15, -1.18], [0.00, -1.74, -1.44], [-2.07, -1.09, -1.45], [-3.01, -1.59, -1.73], [-1.78, -0.44, -2.27], [-1.16, -3.05, -1.77], [-2.30, -2.97, 1.76], [-2.94, -3.19, 0.11], [-2.63, -0.66, 1.76], [-3.29, 1.38, 1.42], [-2.42, 3.58, 2.02], [-0.39, 4.45, 0.89], [0.74, 3.08, -0.78], [1.45, 0.36, -2.94]]
}